Computed, not measured: a structure of composition C4H4AlLiO5 in a non-equilibrium geometry, with ωB97M-V/def2-TZVPD.

Each line ends with the Löwdin spin population.
Geometry (Å):
O 2.8236 0.6311 -2.7665  0.11
C 3.6057 1.1116 -1.9509  0.64
O 3.3707 1.2462 -0.7228  0.13
Li 4.1999 2.0117 0.7613  0.01
Al 1.6051 0.5137 -1.2177  0.08
C 0.3893 -0.1436 -0.2144  0.03
C -0.7217 0.5400 0.0073  0.00
H 0.5138 -1.1297 0.2529  0.00
H -1.1420 1.3916 -0.5284  0.00
O -3.1754 -0.8399 2.1126  0.00
C -2.3252 -0.7597 1.1617  0.00
O -2.2617 -1.6957 0.2922  0.00
O -1.6020 0.2845 1.1406  0.00
H -3.6739 -1.6738 2.1069  0.00
H -1.6063 -1.4879 -0.4349  0.00

The spin multiplicity is 2. For the calculated total energy, the calculation gives -779.7981 hartree. The expectation value of S² is 0.75. For the HOMO energy (spin up / spin down), the calculation gives -0.8476 / -0.8884 hartree. As for the total charge: +3. The value obtained for the HOMO-LUMO gap (spin up / spin down) is 9.8693 / 9.6954 eV. The calculation puts the LUMO energy (spin up / spin down) at -13.1963 / -14.4792 eV.



Computed, not measured: the molecule C4H4Br2 in a non-equilibrium geometry, with ωB97M-V/def2-TZVPD.

Each line ends with the natural charge from an NBO analysis.
Geometry (Å):
C 0.3043 0.0734 -1.3811  -0.20
C -0.2421 -0.0394 -0.1959  0.06
C 1.2519 0.0239 -0.3207  -0.18
C -1.3177 -0.0834 0.7937  -0.67
Br 2.3187 -1.5972 0.1410  -0.01
Br 2.0888 1.7131 0.1480  0.01
H 0.0849 -0.0267 -2.5605  0.25
H -0.8972 -0.7944 1.4522  0.25
H -2.3417 -0.1711 0.4733  0.25
H -1.2499 0.9019 1.4501  0.25

The spin multiplicity is 1. For the calculated total energy, the calculation gives -5302.7420 hartree. For the HOMO energy, the calculation gives -0.3572 hartree. As for the total charge: 0. The value obtained for the HOMO-LUMO gap is 10.2505 eV. The calculation puts the LUMO energy at 0.5314 eV.



Computed, not measured: a structure of composition C4H4Br2 in a non-equilibrium geometry, with ωB97M-V/def2-TZVPD.

Each line ends with the natural charge from an NBO analysis.
Geometry (Å):
C -0.6735 0.2144 -0.3752  -0.25
C 0.0979 -0.8764 -0.4806  -0.16
C -0.0138 0.9187 0.7674  -0.35
C 1.2459 0.1726 0.8311  -0.24
Br 0.0718 2.8145 0.4675  -0.01
Br 1.7722 -0.8706 2.2795  0.12
H -1.5266 0.4629 -1.0073  0.22
H -0.0572 -1.6828 -1.1964  0.21
H -0.6264 0.8146 1.6462  0.24
H 1.9007 0.6085 0.1664  0.22

The spin multiplicity is 1. For the calculated total energy, the calculation gives -5302.7104 hartree. For the HOMO energy, the calculation gives -0.3422 hartree. As for the total charge: 0. The value obtained for the HOMO-LUMO gap is 9.6648 eV. The calculation puts the LUMO energy at 0.3534 eV.



Computed, not measured: the molecule C4H4BrClO2 in a non-equilibrium geometry, with ωB97M-V/def2-TZVPD.

Each line ends with the natural charge from an NBO analysis.
Geometry (Å):
C -0.1769 1.5794 0.1496  0.37
C 0.0273 -0.8871 0.1098  -0.56
C 1.4164 -1.4090 -0.2027  -0.19
C -0.7803 0.3420 -0.2331  0.29
O 0.7897 1.6741 0.8619  -0.51
O -2.0321 0.0016 -0.6163  -0.61
Cl -1.1014 2.9960 -0.3218  -0.08
Br 2.9448 -0.3340 -0.3365  0.08
H -0.5815 -1.9086 0.0867  0.25
H 0.3577 -0.6118 1.0606  0.28
H 1.5942 -2.2859 0.2248  0.16
H -2.4579 0.8434 -0.7830  0.50

The spin multiplicity is 1. For the calculated total energy, the calculation gives -3339.3658 hartree. For the HOMO energy (spin up / spin down), the calculation gives -0.2979 / -0.3158 hartree. As for the total charge: 0. The value obtained for the HOMO-LUMO gap (spin up / spin down) is 6.9361 / 8.5406 eV. The calculation puts the LUMO energy (spin up / spin down) at -1.1704 / -0.0541 eV.



Computed, not measured: the molecule C4H4BrF3 in a non-equilibrium geometry, with ωB97M-V/def2-TZVPD.

Each line ends with the natural charge from an NBO analysis.
Geometry (Å):
C -0.3086 -1.6343 -1.3858  0.24
C 0.1969 -2.0286 -2.5271  0.65
C -0.4677 0.0294 0.6240  -0.65
C -0.5024 -0.1316 -0.8499  -0.33
F -0.9286 -2.5313 -0.6113  -0.31
F 0.2893 -3.3248 -2.9727  -0.30
F 0.5820 -1.0680 -3.3917  -0.30
Br -2.0847 0.5829 -1.5333  0.04
H -1.5668 -0.0073 0.9760  0.24
H -0.0533 0.9871 0.9111  0.23
H 0.1701 -0.7551 1.2090  0.24
H 0.1826 0.3664 -1.4870  0.24

The spin multiplicity is 1. For the calculated total energy, the calculation gives -3028.3629 hartree. For the HOMO energy, the calculation gives -0.3644 hartree. As for the total charge: 0. The value obtained for the HOMO-LUMO gap is 10.6683 eV. The calculation puts the LUMO energy at 0.7524 eV.



Computed, not measured: the molecule C4H4BrN in a non-equilibrium geometry, with ωB97M-V/def2-TZVPD.

Each line ends with the natural charge from an NBO analysis.
Geometry (Å):
C 0.3544 1.6184 0.5217  0.26
C -1.4182 0.0393 -0.0074  -0.23
C -0.1041 0.2069 0.0502  -0.10
C 0.9884 -0.7573 -0.2329  -0.65
N 0.7342 2.6398 0.8628  -0.31
Br -2.2432 -1.5796 -0.5174  0.07
H -2.1167 0.8241 0.2365  0.24
H 0.5716 -1.7481 -0.3953  0.24
H 1.6879 -0.7852 0.6021  0.24
H 1.5456 -0.4582 -1.1202  0.24

The spin multiplicity is 1. For the calculated total energy, the calculation gives -2783.5530 hartree. For the HOMO energy, the calculation gives -0.3672 hartree. As for the total charge: 0. The value obtained for the HOMO-LUMO gap is 10.6013 eV. The calculation puts the LUMO energy at 0.6105 eV.



Computed, not measured: the molecule C4H4BrN in a non-equilibrium geometry, with ωB97M-V/def2-TZVPD.

Each line ends with the natural charge from an NBO analysis.
Geometry (Å):
C -1.1055 2.4768 -0.0762  0.25
C 0.1446 1.6361 -0.0646  -0.34
C 1.0515 0.5617 0.1543  0.01
C 0.2908 -0.6299 -0.0543  -0.70
N -1.9813 2.9703 0.5140  -0.26
Br 3.0132 0.7041 -0.0552  0.10
H 0.8672 2.5826 -0.2082  0.24
H 0.4355 -1.3384 0.7580  0.23
H 0.6173 -1.4207 -0.8291  0.24
H -0.7396 -0.3877 -0.2760  0.24

The spin multiplicity is 1. For the calculated total energy, the calculation gives -2783.4410 hartree. For the HOMO energy, the calculation gives -0.3563 hartree. As for the total charge: 0. The value obtained for the HOMO-LUMO gap is 9.1324 eV. The calculation puts the LUMO energy at -0.5637 eV.



Computed, not measured: a structure of composition C4H4CdLiO5 in a non-equilibrium geometry, with ωB97M-V/def2-TZVPD.

Each line ends with the Löwdin spin population.
Geometry (Å):
O -2.5464 -1.4614 -2.0637  0.11
C -3.1682 -1.3924 -1.0034  0.62
O -2.7510 -0.8306 0.0364  0.13
Li -2.2017 -1.0434 1.8152  0.02
Cd -0.9570 -0.4462 -1.1442  0.07
C 0.7193 1.3548 -1.2343  0.02
C 1.5942 0.3790 -0.9751  0.01
H -0.0041 2.1576 -1.4070  0.00
H 2.0735 -0.2438 -1.7344  0.00
O 1.7352 -0.2522 2.4263  0.00
C 1.1830 -0.1639 1.2732  0.00
O -0.0246 0.1300 1.0858  0.02
O 2.0352 -0.0288 0.3004  0.00
H 1.1041 -0.4470 3.1363  0.00
H 1.2084 2.2882 -0.5115  0.00

The spin multiplicity is 2. For the calculated total energy, the calculation gives -705.5089 hartree. The expectation value of S² is 0.75. For the HOMO energy (spin up / spin down), the calculation gives -0.6493 / -0.6628 hartree. As for the total charge: +2. The value obtained for the HOMO-LUMO gap (spin up / spin down) is 8.6191 / 8.0285 eV. The calculation puts the LUMO energy (spin up / spin down) at -9.0483 / -10.0067 eV.